# 1
Molecular formula: C5H37NO14S
Method: DFT, ωB97M-V with the def2-TZVPD basis set

Each line ends with the Mulliken charge.
Atoms and positions in Å:
C1 0.748 -0.608 -1.594  -0.099
C2 1.114 0.302 -2.733  -0.592
S1 2.035 -0.306 -4.158  0.198
C3 -0.658 -1.274 -1.528  0.626
N1 -1.717 -0.780 -0.708  0.302
C4 -2.412 -2.059 -0.289  -1.054
C5 -1.384 -0.004 0.498  -1.154
O1 -1.189 -1.302 -2.822  -0.608
H1 0.822 -0.049 -0.676  -0.110
H2 1.591 -1.235 -1.479  0.573
H3 1.532 1.258 -2.520  0.017
H4 0.173 0.610 -3.290  0.690
H5 1.535 -1.544 -4.376  0.301
H6 -3.457 -1.776 0.040  0.461
H7 -2.658 -2.774 -1.023  0.536
H8 -2.076 -2.522 0.608  0.079
H9 -0.922 0.947 0.126  0.387
H10 -0.622 -0.342 1.180  0.213
H11 -2.291 0.201 1.118  0.340
H12 -2.125 -0.756 4.290  0.263
H13 -3.229 -1.688 3.879  0.353
O2 -2.924 -0.746 3.768  -0.636
H14 2.958 2.331 -0.444  0.343
H15 3.782 3.744 -0.368  0.322
O3 3.766 2.762 -0.147  -0.685
H16 1.207 2.526 -3.239  0.197
H17 1.368 4.050 -3.073  0.320
O4 1.031 3.376 -3.668  -0.654
H18 -0.321 2.286 -1.215  0.297
H19 0.776 2.802 -0.100  0.266
O5 0.623 2.377 -0.979  -0.520
H20 2.611 3.422 2.954  0.344
H21 3.520 2.708 1.941  0.412
O6 3.421 2.922 2.929  -0.665
H22 0.245 -3.090 0.166  0.340
H23 -0.130 -4.354 0.934  0.283
O7 0.118 -3.446 1.064  -0.645
H24 -3.976 0.367 2.801  0.358
H25 -3.805 1.843 3.076  0.307
O8 -4.120 1.247 2.370  -0.680
H26 2.820 -0.761 1.857  0.321
H27 1.278 -1.022 1.507  0.263
O9 1.907 -0.534 2.030  -0.655
H28 -3.514 1.942 -2.238  0.311
H29 -0.764 -3.425 -1.540  0.473
O10 -0.105 -2.718 -1.447  -0.746
H30 -2.142 -1.645 -2.925  0.395
H31 -2.846 1.629 -0.898  0.312
O11 -2.982 2.306 -1.541  -0.630
H32 4.676 -1.334 -0.895  0.276
H33 5.280 0.070 -0.268  0.332
O12 5.266 -0.901 -0.296  -0.616
H34 1.848 1.841 2.038  0.332
H35 0.799 0.920 1.806  0.295
O13 0.916 1.896 1.833  -0.668
H36 -3.143 -3.534 2.211  0.315
H37 -1.670 -3.040 2.600  0.291
O14 -2.583 -3.118 2.850  -0.625

Properties
Total charge ... +1
Spin multiplicity ... 2
Frontier orbital gap (spin up / spin down) ... 9.32 / 4.09 eV
HOMO level (spin up / spin down) ... -12.826 / -12.826 eV

---

# 2
Molecular formula: C5H38N2O13
Method: DFT, ωB97M-V with the def2-TZVPD basis set

Each line ends with the Mulliken charge.
Atoms and positions in Å:
C1 -0.912 0.416 -0.221  -0.549
C2 0.109 -0.632 0.328  0.676
C3 1.358 -0.021 0.800  2.069
C4 1.663 0.049 2.086  -1.183
N1 -0.620 0.647 -1.646  -0.159
C5 -0.658 2.044 -2.048  -1.004
N2 0.397 2.902 -1.554  -0.597
H1 -0.696 1.287 0.405  0.843
H2 -1.902 0.060 0.018  0.196
H3 -0.420 -1.267 1.024  -0.201
H4 0.271 -1.239 -0.527  -1.087
H5 2.028 0.373 0.044  -0.923
H6 2.576 0.457 2.493  0.289
H7 1.003 -0.217 2.906  0.268
H8 0.216 0.150 -1.868  0.421
H9 -1.583 2.519 -1.737  0.463
H10 -0.618 2.019 -3.135  0.423
H11 1.298 2.456 -1.552  0.285
H12 0.222 3.278 -0.635  0.285
H13 0.392 2.749 2.148  0.352
H14 -0.935 3.583 1.832  0.240
O1 -0.584 2.730 2.118  -0.537
H15 -2.753 1.361 1.905  0.381
H16 -1.744 1.305 3.012  0.294
O2 -2.375 0.733 2.547  -0.677
H17 0.251 -2.128 -2.090  0.281
H18 -0.872 -1.258 -2.633  0.465
O3 -0.550 -2.177 -2.649  -0.860
H19 -3.766 1.613 -0.571  0.431
H20 -2.509 2.042 0.077  0.256
O4 -3.446 2.279 0.054  -0.737
H21 3.610 0.535 -0.534  0.330
H22 4.697 1.474 0.091  0.230
O5 3.747 1.339 -0.007  -0.590
H23 -0.595 -2.762 2.797  0.301
H24 0.893 -2.912 3.139  0.309
O6 0.217 -3.222 2.523  -0.722
H25 -2.783 -1.006 2.058  0.375
H26 -2.563 -2.070 0.973  0.401
O7 -2.490 -1.940 1.945  -0.707
H27 -4.511 -0.837 -1.414  0.302
H28 -3.546 -1.140 -2.429  0.361
O8 -4.345 -0.618 -2.336  -0.659
H29 2.542 2.089 1.321  0.137
H30 2.211 3.561 0.758  0.325
O9 2.127 2.957 1.495  -0.715
H31 -3.150 -3.212 -0.925  0.249
H32 -1.853 -2.590 -1.319  0.359
O10 -2.698 -2.378 -0.830  -0.614
H33 2.929 -0.487 -1.921  0.409
H34 3.880 0.365 -2.911  0.257
O11 3.317 0.397 -2.143  -0.630
H35 1.515 -3.166 1.368  0.342
H36 3.100 -2.731 1.246  0.263
O12 2.259 -2.895 0.799  -0.624
H37 2.198 -2.621 -2.356  0.261
H38 2.255 -2.256 -0.679  0.421
O13 2.194 -1.983 -1.638  -0.776

Properties
Total charge ... 0
Frontier orbital gap ... 8.92 eV
HOMO level ... -8.887 eV

---

# 3
Molecular formula: C5H38NO15
Method: DFT, ωB97M-V with the def2-TZVPD basis set

Each line ends with the Mulliken charge.
Atoms and positions in Å:
C1 0.224 -0.562 -0.043  0.441
N1 -0.226 -0.989 1.292  0.425
C2 -1.480 -1.776 1.223  -0.727
O1 -1.471 -2.780 0.259  -0.778
C3 -0.503 0.693 -0.481  0.450
C4 0.015 1.989 0.171  0.437
C5 1.029 2.700 -0.699  -1.324
O2 -1.109 2.855 0.454  -0.717
H1 1.306 -0.428 -0.128  0.382
H2 0.033 -1.384 -0.731  -1.480
H3 0.417 -1.701 1.638  0.249
H4 -2.348 -1.128 1.059  0.398
H5 -1.618 -2.253 2.203  0.430
H6 -1.546 0.636 -0.150  0.017
H7 -0.519 0.833 -1.563  0.465
H8 0.494 1.757 1.123  -0.172
H9 0.560 3.088 -1.602  0.270
H10 1.622 3.447 -0.171  0.421
H11 1.879 2.106 -1.076  0.384
H12 -1.497 3.066 -0.410  0.314
H13 2.345 -2.683 -2.067  0.325
H14 1.078 -3.057 -1.333  0.310
O3 1.388 -2.687 -2.192  -0.681
H15 1.197 0.437 2.273  0.287
H16 1.098 0.127 3.719  0.364
O4 1.750 0.428 3.064  -0.807
H17 -0.032 4.240 1.393  0.352
H18 1.069 3.965 2.381  0.318
O5 0.710 4.685 1.847  -0.681
H19 0.466 -4.509 0.664  0.133
H20 -0.470 -3.304 0.191  0.328
O6 0.761 -3.659 0.318  -0.914
H21 -2.320 2.358 -2.035  0.328
H22 -1.215 2.531 -3.095  0.318
O7 -1.798 3.027 -2.511  -0.666
H23 0.886 -0.068 -3.541  0.492
H24 1.696 0.217 -2.348  0.294
O8 1.473 0.640 -3.190  -0.728
H25 3.162 -0.599 2.372  0.296
H26 4.255 -0.343 1.240  0.293
O9 3.826 -0.996 1.788  -0.678
H27 0.428 -2.029 -3.521  0.457
H28 -0.919 -1.619 -3.005  0.310
O10 -0.310 -1.441 -3.754  -0.801
H29 -1.776 -2.179 -1.215  0.576
H30 -2.933 -2.801 -1.840  0.286
O11 -2.323 -2.085 -2.061  -0.793
H31 -0.928 0.968 4.019  0.365
H32 -0.972 -0.364 3.204  0.304
O12 -0.860 0.007 4.100  -0.845
H33 -1.227 3.495 3.311  0.324
H34 -1.810 2.529 2.237  0.361
O13 -1.872 2.797 3.165  -0.706
H35 3.642 -2.588 0.765  0.397
H36 2.491 -3.515 0.183  0.349
O14 3.433 -3.233 0.069  -0.712
H37 -4.300 0.460 -2.501  0.263
H38 -2.911 -0.067 -2.289  0.340
O15 -3.441 0.742 -2.174  -0.646

Properties
Total charge ... -1
Frontier orbital gap ... 9.34 eV
HOMO level ... -6.771 eV

---

Looking at energy relative to the best compared isomer or geometry (same formula, charge and spin) for the records above, in order, we have 354.3; 326.3; 130.1 kJ/mol.